[1]
Density functional theory data (wB97M-V/def2-TZVPD) for a structure of composition C22H39MnN9O3Se.

Spin multiplicity: 6
Total charge: +2
Orbital gap (alpha / beta), eV: 7.83 / 8.00

Last column: Löwdin spin population.
Element x y z (Å)
Mn  1.7859  0.4817  1.9021  4.67
N  3.6004  1.6459  0.2882  0.03
N  4.2752  2.6188  1.0458  0.00
C  4.0453  2.7005  2.3728  0.01
N  4.6933  3.5998  3.0894  0.00
N  3.1430  1.8133  2.8046  0.04
N  2.7009  1.8077  4.1015  0.01
O  3.1273  2.5200  4.9678  0.01
O  1.7992  0.9722  4.2405  0.04
H  4.2570  0.9283  -0.0076  0.00
H  3.2003  2.0901  -0.5316  0.00
H  5.0293  3.1449  0.6290  0.00
H  5.3517  4.2301  2.6607  0.00
H  4.5214  3.6589  4.0831  0.00
C  -4.2880  -0.5680  -0.9776  0.00
C  -3.5857  -1.8858  -0.6813  0.00
C  -2.3896  -1.7540  0.2628  0.00
C  -1.0630  -1.4036  -0.3907  0.00
N  -0.9938  -0.0589  -0.9779  0.00
C  -0.7802  1.0883  -0.3169  0.01
Se  -0.5296  1.2579  1.5406  0.06
N  -0.8226  2.1114  -1.1768  0.00
C  -0.6563  3.5354  -0.8420  0.00
C  -1.8854  4.2009  -0.2451  0.00
C  -3.0776  4.3848  -1.1812  0.00
C  -3.9326  3.1399  -1.3777  0.00
C  -1.0536  1.6093  -2.4598  0.00
C  -1.2004  2.2497  -3.6870  0.00
C  -1.4503  1.4398  -4.7752  0.00
C  -1.5587  0.0443  -4.6489  0.00
C  -1.4204  -0.5863  -3.4296  0.00
C  -1.1607  0.2327  -2.3342  0.00
H  -5.1355  -0.7131  -1.6464  0.00
H  -3.6299  0.1614  -1.4495  0.00
H  -4.6678  -0.1198  -0.0577  0.00
H  -3.2729  -2.3725  -1.6114  0.00
H  -4.3027  -2.5731  -0.2294  0.00
H  -2.2127  -2.7031  0.7784  0.00
H  -2.6099  -1.0257  1.0487  0.00
H  -0.8419  -2.0899  -1.2100  0.00
H  -0.2462  -1.4720  0.3259  0.00
H  -0.3601  4.0221  -1.7715  0.00
H  0.1857  3.6018  -0.1512  0.00
H  -1.5385  5.1786  0.0997  0.00
H  -2.1898  3.6585  0.6548  0.00
H  -2.7331  4.7720  -2.1458  0.00
H  -3.7059  5.1736  -0.7641  0.00
H  -3.4132  2.3503  -1.9217  0.00
H  -4.8345  3.3703  -1.9432  0.00
H  -4.2477  2.7318  -0.4150  0.00
H  -1.1394  3.3230  -3.7913  0.00
H  -1.5764  1.8898  -5.7496  0.00
H  -1.7677  -0.5467  -5.5291  0.00
H  -1.5290  -1.6569  -3.3380  0.00
C  2.5407  -2.6971  -1.0746  0.00
N  2.0241  -3.3016  0.1433  0.01
C  1.8124  -4.7509  0.0763  0.00
C  0.8814  -5.1966  1.1791  0.00
C  1.4013  -4.6655  2.4944  0.00
N  1.5593  -3.2072  2.4201  0.00
C  1.4767  -2.5007  3.6894  0.01
C  1.9239  -2.5980  1.2835  0.01
O  2.1792  -1.3472  1.2509  0.07
H  1.8791  -2.9436  -1.9058  0.00
H  3.5344  -3.0896  -1.2998  0.00
H  2.5949  -1.6192  -0.9693  0.00
H  2.7793  -5.2583  0.1461  0.00
H  1.4009  -4.9723  -0.9087  0.00
H  0.8282  -6.2835  1.2077  0.00
H  -0.1270  -4.8181  0.9976  0.00
H  2.3623  -5.1221  2.7497  0.00
H  0.7128  -4.8732  3.3115  0.00
H  0.6284  -2.8882  4.2503  0.00
H  1.3108  -1.4369  3.5480  0.00
H  2.3839  -2.6407  4.2799  0.00

Atomic forces in eV per Å
0.185 -0.186 -0.308
0.048 0.016 0.004
-0.022 -0.050 -0.027
0.013 -0.013 -0.125
-0.050 -0.091 0.005
0.199 0.279 0.440
-0.174 -0.113 -0.122
0.109 0.051 0.020
0.028 -0.004 0.077
-0.020 0.023 -0.026
0.000 -0.009 0.010
-0.012 -0.029 -0.015
-0.009 0.022 0.021
-0.008 -0.006 -0.007
-0.039 0.075 -0.017
0.002 -0.098 -0.022
-0.007 -0.036 0.132
0.133 0.151 -0.150
-0.022 -0.053 -0.218
0.000 -0.147 0.210
-0.381 0.234 0.021
0.002 0.126 -0.216
0.112 -0.193 -0.109
0.031 0.081 0.119
-0.025 0.080 -0.026
-0.046 -0.085 -0.014
0.033 0.175 0.077
0.016 -0.102 0.023
-0.007 -0.072 -0.016
0.002 0.076 -0.016
0.011 0.103 0.016
-0.027 -0.156 0.126
-0.013 -0.028 0.003
0.018 -0.019 -0.015
0.000 -0.005 0.016
0.027 0.028 -0.007
-0.017 0.038 0.021
-0.041 -0.017 -0.032
0.018 -0.002 -0.011
-0.006 -0.041 0.047
-0.036 0.002 0.052
-0.019 0.050 0.023
-0.051 -0.016 0.027
-0.040 0.017 -0.016
0.001 -0.005 -0.026
0.010 -0.023 -0.015
-0.001 -0.015 0.017
-0.011 0.038 0.010
-0.005 0.032 -0.010
0.004 0.001 0.017
-0.001 0.027 0.011
-0.004 0.000 -0.020
-0.001 -0.009 -0.019
-0.002 -0.030 0.006
0.001 0.023 -0.013
-0.028 -0.060 -0.028
0.067 0.068 -0.017
-0.032 -0.039 -0.008
0.060 0.073 0.039
-0.132 -0.032 0.008
0.037 0.066 0.009
0.139 0.035 -0.069
0.055 -0.073 0.130
0.005 0.013 -0.004
0.006 0.010 -0.007
-0.013 -0.034 0.006
-0.013 -0.018 0.010
-0.030 -0.016 0.026
0.006 -0.006 -0.003
-0.001 0.003 0.005
-0.012 -0.014 0.003
-0.024 -0.025 -0.039
0.015 -0.008 0.008
-0.012 -0.046 -0.008
0.004 0.012 0.003

[2]
Density functional theory data (wB97M-V/def2-TZVPD) for a structure of composition C22H39N2O2P3Pt.

Energy above the lowest of the compared OMol25 structures with the same formula, charge and spin, eV: 5.421
Spin multiplicity: 5
Total charge: +4
Orbital gap (alpha / beta), eV: 5.83 / 4.61

Last column: Löwdin spin population.
Element x y z (Å)
P  3.7383  -0.3840  0.5518  0.15
C  4.4128  -0.8927  2.1497  0.06
H  5.3730  -1.4359  2.1033  0.01
H  3.7085  -1.5772  2.6458  0.00
H  4.5728  -0.0411  2.8272  0.00
C  3.5959  -1.8134  -0.5413  0.01
H  2.9307  -1.5393  -1.3723  0.01
H  3.1715  -2.6559  0.0203  0.00
H  4.5743  -2.1234  -0.9460  0.00
C  4.7473  0.7388  -0.4565  0.01
H  5.7641  0.3603  -0.6997  0.00
H  4.8742  1.6960  0.0732  0.00
H  4.2171  0.9364  -1.4009  0.00
P  -1.0148  3.9859  -0.6086  0.61
C  -0.7819  3.8811  1.1389  0.09
H  -1.5561  4.6122  1.5206  0.02
H  0.2711  4.2270  1.3789  0.00
H  -0.9605  2.8635  1.5981  0.01
C  -0.2551  5.3422  -1.4251  0.10
H  -0.5332  5.3187  -2.4836  0.00
H  0.7947  5.4766  -1.1496  0.00
H  -0.8332  6.1365  -0.9909  0.03
C  -2.7473  4.0253  -1.0329  0.09
H  -3.0352  4.9178  -0.5049  0.02
H  -3.3530  3.1972  -0.6651  0.00
H  -2.7699  4.2360  -2.1033  0.00
P  -2.9572  -2.4493  0.6117  0.14
C  -3.5184  -3.0727  2.1960  0.05
H  -3.9537  -4.0709  2.1920  0.01
H  -4.2770  -2.4580  2.6750  0.00
H  -2.7122  -3.1390  2.9239  0.00
C  -4.2208  -2.0591  -0.6711  0.00
H  -4.8807  -2.9177  -0.9273  0.00
H  -3.7500  -1.6979  -1.6035  0.00
H  -4.8854  -1.2504  -0.3203  0.00
C  -1.9369  -3.6590  -0.3066  0.02
H  -2.5682  -4.4122  -0.8146  0.00
H  -1.2457  -4.2137  0.3495  0.00
H  -1.3527  -3.1715  -1.1034  0.00
Pt  -0.2012  0.6992  -3.5855  0.58
C  2.1317  0.3323  0.4712  0.44
O  1.0932  0.8125  0.6826  0.30
C  -1.9536  -0.9486  0.6233  0.45
O  -1.4323  0.0866  0.6540  0.30
C  -1.0967  -0.7725  -4.4264  0.10
C  -0.7986  -1.1528  -3.0520  0.07
C  0.4619  -0.9294  -2.4427  0.04
C  1.4693  -0.3494  -3.3126  0.11
C  1.2208  -0.0518  -4.7310  0.05
C  -0.0763  -0.2173  -5.2900  0.03
H  -2.1247  -0.5740  -4.7206  0.02
H  -1.6296  -1.2267  -2.3635  0.01
H  0.4616  -0.7862  -1.3628  0.00
H  2.2067  0.2135  -2.7401  0.02
H  1.8599  0.6062  -5.3325  0.01
H  -0.3440  0.2630  -6.2481  0.00
N  1.2628  -4.0792  5.6526  0.00
C  1.0319  -3.3759  4.5032  0.00
C  1.2580  -3.9472  3.2318  0.00
C  0.9739  -3.1852  2.0977  0.00
N  0.4842  -1.9403  2.1483  0.00
C  0.2683  -1.3875  3.3555  0.00
C  0.5455  -2.0478  4.5532  0.00
H  1.5861  -5.0351  5.6311  0.00
H  1.0884  -3.6702  6.5639  0.00
H  1.6357  -4.9616  3.1337  0.00
H  1.1522  -3.6075  1.1061  0.00
H  -0.1503  -0.3774  3.3759  0.00
H  0.3726  -1.5523  5.5099  0.00

Atomic forces in eV per Å
1.610 -0.925 -0.223
0.225 0.012 0.721
-0.263 0.254 -0.514
-0.093 0.204 -0.282
-0.147 -0.059 -0.333
-0.545 -0.517 0.204
0.296 -0.235 0.258
0.027 0.127 -0.244
-0.231 0.335 0.335
0.124 0.994 0.355
-0.716 -0.183 0.425
0.033 -0.218 -0.218
0.156 -0.148 0.340
-0.206 -1.678 -0.310
0.539 0.344 1.275
0.895 -0.633 0.119
-1.318 -0.312 -0.045
0.100 1.120 -0.731
0.111 0.000 0.128
0.568 0.022 0.073
-0.160 -0.010 -0.475
-0.175 1.131 0.215
0.617 -0.036 -0.117
-0.681 0.662 0.197
0.147 0.002 -0.312
-0.558 -0.266 0.045
0.389 -0.078 -1.271
-0.353 -0.165 0.729
0.017 -0.240 -0.684
-0.086 0.464 -0.315
0.502 0.186 -0.224
-0.687 0.801 0.384
0.679 0.243 0.463
0.040 -0.344 0.549
0.204 -0.318 -0.055
0.490 -0.595 0.297
-0.085 0.396 0.457
-0.247 0.328 -0.151
-0.273 0.036 0.477
-3.198 13.139 5.802
-0.335 0.067 -1.276
0.373 0.251 0.763
-0.656 -1.997 -1.023
-0.199 1.017 0.585
-1.331 -2.355 -1.756
-1.322 -1.840 0.943
0.221 -0.984 -0.049
1.336 -0.692 0.708
2.480 -0.574 -1.989
-0.062 -2.265 -3.788
-0.031 -0.811 -0.065
-0.181 -0.665 -0.195
0.572 -0.753 -0.142
0.681 -0.496 -0.707
0.434 -0.708 0.500
0.306 -0.893 0.356
-0.164 0.574 -0.658
0.127 -0.505 1.069
-0.127 0.383 -0.636
0.205 -0.489 1.107
-0.293 0.426 -0.770
0.327 -0.735 0.779
-0.202 0.381 -0.616
-0.043 0.174 -0.021
0.064 -0.140 -0.359
-0.045 0.164 0.037
-0.075 0.053 0.188
0.170 -0.255 -0.052
0.020 -0.172 -0.278

[3]
Density functional theory data (wB97M-V/def2-TZVPD) for a structure of composition C22H40ClIN4Pt.

Energy above the lowest of the compared OMol25 structures with the same formula, charge and spin, eV: 0.000
Spin multiplicity: 5
Total charge: -2
Orbital gap (alpha / beta), eV: 1.24 / 5.78

Last column: Löwdin spin population.
Element x y z (Å)
Pt  0.3540  0.5390  -1.3949  1.23
Cl  1.4071  1.0047  -3.3978  0.22
C  -0.1422  0.6273  2.6805  0.10
C  0.1563  1.0166  0.4872  0.11
N  0.6271  0.3265  1.5704  0.05
H  -1.8095  2.1056  2.8339  0.03
N  -0.7722  1.8839  0.9814  0.04
H  -0.0201  0.0618  3.5946  0.03
C  1.4793  -0.8667  1.6119  0.01
C  2.3146  -0.8247  2.8875  0.10
C  0.5820  -2.1155  1.6561  0.02
H  1.7113  -0.9868  3.7805  0.02
H  3.0530  -1.6313  2.8608  0.01
H  2.8589  0.1202  2.9958  0.05
H  2.8339  -1.9198  0.4111  0.00
H  3.1524  -0.1504  0.4423  0.01
H  0.0784  -2.2624  0.6883  0.00
C  2.3716  -0.9240  0.3998  0.03
H  -0.1664  -2.0341  2.4590  0.01
H  1.2287  -2.9837  1.8638  0.01
H  1.8196  -0.8323  -0.5658  0.01
C  -0.9961  1.6033  2.3159  0.09
C  -3.0974  2.2568  0.3830  0.03
H  -3.5383  2.4341  1.3761  0.01
H  -3.7590  2.7325  -0.3520  0.00
C  -1.6813  2.8410  0.2939  0.01
H  -2.0853  3.6718  -1.6201  0.00
C  -1.6082  4.1835  1.0317  0.10
H  -0.5822  4.5702  1.0136  0.04
H  -3.0842  1.1816  0.1561  0.00
H  -1.2755  2.0891  -1.7169  0.00
H  -1.9473  4.1120  2.0734  0.03
H  -2.2484  4.9337  0.5436  0.01
C  -1.2940  3.0522  -1.1556  0.02
H  -0.3329  3.5766  -1.2539  0.01
C  0.5244  -2.0485  -7.0857  0.01
N  0.4436  -2.0830  -5.7012  0.00
H  -0.1858  -0.5707  -8.4858  0.00
N  -0.5920  -0.3071  -6.3563  0.00
H  1.0416  -2.7462  -7.7095  0.00
C  1.2515  -3.0434  -4.9337  0.00
C  1.5394  -4.2688  -5.8021  0.01
C  2.5504  -2.3630  -4.5243  0.00
H  2.2068  -4.0490  -6.6477  0.00
H  2.0446  -5.0485  -5.2102  0.00
H  0.6112  -4.7247  -6.1698  0.01
H  1.2019  -4.2458  -3.1822  0.00
H  -0.4203  -4.0106  -3.9092  0.01
H  2.3437  -1.5435  -3.8225  0.00
C  0.5346  -3.5119  -3.6852  0.01
H  3.0762  -1.9332  -5.3886  0.00
H  3.2142  -3.1086  -4.0555  0.00
H  0.3340  -2.6784  -2.9880  0.00
C  -0.1097  -0.9420  -7.4897  0.01
C  -0.0356  2.0547  -6.3030  0.00
H  0.7551  1.9076  -7.0489  0.00
H  -0.4273  3.0769  -6.3863  0.00
C  -1.1671  1.0578  -6.4715  0.00
H  -2.4240  2.3880  -5.4152  0.00
C  -1.8240  1.2265  -7.8411  0.01
H  -2.5740  0.4465  -8.0168  0.00
H  0.3970  1.9122  -5.3054  0.00
H  -1.7970  1.0427  -4.3982  0.00
H  -1.0954  1.2508  -8.6607  0.00
H  -2.3684  2.1806  -7.8962  0.00
C  -2.1901  1.3068  -5.3857  0.01
H  -3.1271  0.7628  -5.5890  0.01
C  -0.1784  -0.9671  -5.2412  0.04
I  -1.4934  -1.1727  -1.9012  1.36

Atomic forces in eV per Å
0.188 -0.233 -1.226
0.426 0.148 0.262
0.146 0.110 -0.003
-0.025 0.475 1.285
-1.297 0.340 0.036
0.580 -0.280 0.097
0.091 -0.580 0.521
-0.126 0.490 -0.115
-0.140 -0.378 -0.017
0.408 0.057 0.105
0.092 -0.098 -0.149
0.013 0.036 0.027
-0.077 0.046 -0.075
-0.145 -0.090 -0.070
0.153 0.242 -0.076
-0.200 -0.194 -0.092
0.050 0.019 0.355
0.585 -0.333 -0.497
0.189 -0.078 -0.297
-0.311 0.199 -0.105
0.418 -0.200 0.739
-0.407 0.296 0.124
-0.300 -0.085 -0.111
0.145 -0.235 -0.262
0.185 0.017 0.156
-0.079 0.143 0.007
0.408 -0.135 0.229
-0.008 0.241 0.094
-0.154 -0.091 0.078
-0.031 0.244 0.113
-0.034 0.812 0.294
0.167 -0.012 -0.225
0.096 -0.328 -0.010
-0.387 -0.037 -0.712
-0.200 -0.292 -0.014
0.050 0.137 -0.301
0.084 0.432 -1.060
-0.220 0.088 -0.267
0.541 -0.330 -0.751
0.011 -0.256 0.046
0.069 -0.139 0.271
0.222 -0.505 -0.140
0.452 0.089 0.124
-0.207 -0.031 0.178
-0.135 0.397 -0.006
0.141 0.202 -0.036
-0.436 0.414 -0.148
0.239 0.218 0.028
0.078 -0.238 -0.158
-0.065 -0.229 0.681
-0.142 -0.116 0.082
-0.166 0.300 -0.042
0.244 -0.557 -0.518
0.102 -0.177 -0.071
0.309 0.255 0.184
-0.128 -0.003 0.040
0.131 -0.131 -0.029
0.162 -0.103 0.188
0.024 -0.430 0.187
-0.366 0.158 -0.249
0.238 -0.022 -0.061
-0.069 0.207 -0.344
-0.100 -0.002 -0.195
-0.162 -0.107 0.158
0.229 -0.138 0.265
-0.592 0.286 0.089
0.360 0.014 0.242
-0.874 -0.073 0.995
-0.442 0.154 0.154

Sequential F_max output: 0.6; 14.7; 1.4 eV/Å
Sequential calculated total energy output: -139654.523; -61585.093; -53289.604 eV